Molecular formula: C23H37MnN6O2PS
Method: DFT, wB97M-V/def2-TZVPD

ORCA input file:
```
! RIJCOSX wB97M-V def2-TZVPD def2/J DEFGRID3
* xyz 2 6
Mn 0.86702 -0.08270 1.35437
S -1.77819 2.21487 -1.47189
P -1.36975 -1.19657 0.56297
O 2.20163 0.44272 3.06907
O -0.24957 1.36720 2.61367
N -3.97697 -1.07035 -0.27364
N -2.36071 -1.79652 -1.95282
N -0.04227 3.14323 -3.23410
N 2.04177 -1.90039 1.08298
N -3.01008 -3.28991 -0.14479
N -1.98856 4.33164 -3.06972
C -4.19915 -2.46757 0.08700
C -0.46247 2.72559 2.18727
C 3.44981 -4.12563 0.26968
C -2.63607 -3.24040 -1.51524
C 2.62340 -4.19793 1.38572
C 1.93904 -3.05931 1.74772
C 2.14560 1.75978 -0.92701
C -1.91332 -2.95184 0.76967
C -3.32284 4.64571 -2.57970
C 3.14765 2.01327 -1.85432
C 2.93662 -0.47992 -0.65827
C 0.19889 1.26002 3.97376
C -1.24588 3.30564 -2.66600
C 4.05029 1.01301 -2.18884
C 2.85199 -1.80956 0.00751
C -3.03124 -0.39874 0.62274
C -3.61759 -0.95008 -1.64139
C 2.00643 0.51872 -0.29777
C 3.56318 -2.93399 -0.41833
C 3.94706 -0.23078 -1.59244
C 1.70594 1.37926 4.02154
C 3.63181 0.45154 2.96990
C -1.14039 -1.24613 -1.26993
H 0.54502 2.39447 -2.90681
H -3.37549 4.43995 -1.51492
H -0.29114 -1.88315 -1.52565
H 1.28791 -3.05465 2.61525
H -5.01804 -2.86045 -0.51702
H 4.67764 -0.98560 -1.84999
H 4.00518 -4.99458 -0.05749
H 0.32100 3.77834 -3.92565
H -1.62352 4.91628 -3.80621
H -2.95418 0.65541 0.35287
H -0.95780 -0.23560 -1.64396
H 2.51933 -5.10783 1.95841
H -3.37460 0.07790 -1.91181
H -3.41005 -0.44834 1.64525
H 4.84324 1.20754 -2.89817
H -1.06900 -3.62236 0.59267
H -1.72920 -3.81263 -1.70891
H -2.21013 -1.77629 -2.96255
H -4.40154 -1.35058 -2.28468
H -3.44949 -3.59914 -2.14628
H 0.43284 3.32766 2.34931
H 1.45647 2.56125 -0.67474
H -0.11022 0.27208 4.31982
H 2.04452 2.38550 3.75500
H 4.19852 -2.87378 -1.28828
H -4.07893 4.05596 -3.09782
H -3.51114 5.70181 -2.75386
H 3.90748 -0.26860 2.20536
H -2.24814 -3.11841 1.79489
H -1.29997 3.14922 2.74199
H 3.24569 2.99531 -2.30250
H 2.08181 1.14262 5.02030
H -0.69263 2.69492 1.12394
H 4.06919 0.16633 3.92715
H -4.48089 -2.53033 1.13648
H -0.29165 2.01217 4.59288
H 3.97887 1.44370 2.67635
*
```

Its total energy is -3267.69278 Eh. As for the energy above the lowest of the compared OMol25 structures with the same formula, charge and spin: 0.0 kJ/mol. For the frontier orbital gap (alpha / beta), the calculation gives 0.305 / 0.307 hartree. The value obtained for the max |F| is 0.5 eV/A. As for the HOMO energy (alpha / beta): -0.47531 / -0.48975 Eh. As for the LUMO energy (alpha / beta): -4.63 / -4.97 eV.

Charges in e, computed with Mulliken, in the same order as the atoms: 0.2053, -0.4384, 1.3100, -0.1147, -0.1327, 0.1962, 0.0459, -0.3501, 0.4307, 0.1938, -0.2205, -0.8869, -0.5195, -0.5689, -0.7886, -0.8099, -0.8075, -0.6803, -1.2263, -0.8500, -0.5973, 1.3305, -0.7901, 0.4999, -0.8512, 0.9043, -0.8916, -0.6838, 0.0126, -0.9598, -1.0136, -0.5535, -0.7722, -0.9123, 0.1266, 0.3006, 0.5052, 0.5345, 0.3289, 0.4161, 0.4591, 0.2035, 0.2471, 0.2657, 0.1861, 0.4813, 0.2429, 0.4746, 0.4208, 0.4665, 0.3785, 0.3718, 0.3621, 0.3584, 0.3650, 0.7898, 0.2277, 0.3780, 0.4547, 0.2773, 0.3450, 0.2181, 0.4357, 0.2742, 0.5388, 0.4410, -0.0723, 0.3031, 0.3806, 0.4819, 0.3216